{
  "formula": "C32H40N8O4S",
  "method": "ωB97M-V/def2-TZVPD",
  "total_charge": -2,
  "orbital_gap_ev": 7.091,
  "mol_weight_g_mol": 632.8,
  "e_lumo_ev": 4.3,
  "elements": ["S", "O", "O", "O", "O", "N", "C", "C", "C", "C", "H", "H", "H", "H", "H", "N", "C", "C", "C", "C", "H", "H", "H", "H", "H", "N", "C", "C", "C", "C", "H", "H", "H", "H", "H", "N", "C", "C", "C", "C", "H", "H", "H", "H", "H", "N", "C", "C", "C", "C", "H", "H", "H", "H", "H", "N", "C", "C", "C", "C", "H", "H", "H", "H", "H", "N", "C", "C", "C", "C", "H", "H", "H", "H", "H", "N", "C", "C", "C", "C", "H", "H", "H", "H", "H"],
  "positions_angstrom": [[34.797, 1.538, 60.815], [34.142, 0.627, 61.718], [34.062, 2.801, 60.898], [36.192, 1.750, 61.288], [34.713, 1.084, 59.505], [35.587, 2.267, 57.240], [36.780, 2.299, 56.704], [36.732, 2.984, 55.315], [35.284, 3.400, 55.177], [34.605, 3.032, 56.541], [35.350, 1.777, 58.119], [37.739, 1.971, 57.172], [37.326, 3.261, 54.614], [34.731, 3.745, 54.343], [33.709, 2.973, 56.867], [34.332, -2.323, 63.871], [34.324, -2.284, 65.272], [34.284, -3.616, 65.895], [34.520, -4.466, 64.716], [34.628, -3.655, 63.457], [34.270, -1.422, 63.253], [34.330, -1.219, 65.782], [34.295, -3.907, 67.038], [34.648, -5.608, 64.292], [34.725, -3.932, 62.456], [31.803, 1.088, 63.775], [31.045, 2.220, 63.533], [29.757, 2.114, 64.364], [29.829, 0.879, 65.060], [31.142, 0.209, 64.708], [32.810, 0.872, 63.261], [31.275, 3.064, 62.930], [29.068, 2.965, 64.392], [29.022, 0.475, 65.726], [31.793, -0.581, 65.078], [33.299, -0.951, 57.761], [32.225, -0.328, 57.148], [31.413, -1.321, 56.307], [32.169, -2.624, 56.408], [33.386, -2.266, 57.363], [34.040, -0.714, 58.508], [32.113, 0.640, 57.666], [30.601, -1.135, 55.571], [31.891, -3.567, 56.107], [34.120, -3.036, 57.489], [32.409, 4.044, 59.406], [32.752, 5.170, 58.693], [31.889, 5.441, 57.625], [30.716, 4.561, 57.843], [31.171, 3.536, 58.902], [32.821, 3.545, 60.226], [33.674, 5.614, 58.889], [31.988, 6.127, 56.796], [29.678, 4.457, 57.293], [30.731, 2.763, 59.415], [38.587, 1.949, 59.985], [39.481, 1.007, 60.007], [40.597, 1.485, 59.191], [40.256, 2.899, 58.656], [38.830, 3.126, 59.253], [37.558, 1.705, 60.478], [39.223, 0.081, 60.351], [41.477, 0.883, 59.106], [40.775, 3.453, 58.068], [38.187, 3.965, 59.023], [35.089, 5.185, 61.409], [36.414, 5.373, 61.644], [36.633, 6.880, 61.750], [35.294, 7.450, 61.729], [34.335, 6.293, 61.508], [34.558, 4.336, 61.163], [37.127, 4.595, 61.602], [37.609, 7.403, 61.975], [35.068, 8.626, 61.973], [33.284, 6.182, 61.448], [37.694, 1.992, 64.057], [38.898, 2.704, 64.159], [39.340, 2.333, 65.563], [38.127, 1.621, 66.234], [37.084, 1.466, 65.144], [36.980, 1.970, 62.994], [39.278, 3.071, 63.211], [40.215, 2.582, 66.256], [38.040, 1.427, 67.290], [36.302, 0.793, 65.188]]
}

{
  "formula": "C32H41Cl3IN3O7S3Ti",
  "method": "ωB97M-V/def2-TZVPD",
  "spin_multiplicity": 3,
  "orbital_gap_ev": [6.511, 6.918],
  "mol_weight_g_mol": 957.0,
  "e_lumo_ev": [0.2, -0.1],
  "elements": ["Ti", "C", "C", "C", "O", "C", "O", "O", "H", "H", "H", "H", "H", "H", "H", "O", "S", "C", "C", "C", "C", "S", "O", "C", "C", "C", "C", "C", "C", "C", "C", "C", "C", "C", "C", "H", "H", "H", "H", "H", "H", "H", "H", "H", "H", "H", "H", "H", "H", "H", "H", "H", "H", "Cl", "C", "Cl", "Cl", "C", "O", "O", "I", "C", "C", "C", "C", "N", "C", "H", "H", "H", "H", "C", "N", "C", "C", "S", "N", "C", "C", "H", "H", "H", "H", "H", "H", "H", "H", "H", "H", "H", "H"],
  "positions_angstrom": [[0.268, 0.383, -0.297], [3.189, 1.004, 0.918], [2.431, 0.121, -0.064], [3.230, 0.002, -1.353], [2.434, -1.242, 0.470], [1.187, 1.973, -1.435], [1.879, 2.936, -1.365], [0.403, 1.310, -2.148], [4.244, 0.699, 0.973], [2.777, 0.909, 1.928], [3.151, 2.053, 0.621], [4.146, -0.572, -1.161], [3.519, 0.984, -1.729], [2.669, -0.514, -2.141], [2.061, -1.198, 1.359], [0.161, -1.389, -1.351], [0.732, -2.788, -1.074], [1.040, -3.430, -2.742], [0.075, -2.956, -3.821], [0.309, -1.552, -4.367], [-0.722, -1.254, -5.466], [-2.033, -0.138, -4.938], [-2.276, -0.444, -3.489], [-1.201, 1.441, -5.047], [0.173, 1.641, -5.092], [0.675, 2.934, -5.103], [-0.189, 4.022, -5.080], [-1.561, 3.820, -5.051], [-2.068, 2.529, -5.032], [-0.671, -3.832, -0.723], [-0.426, -4.937, 0.079], [-1.471, -5.792, 0.391], [-2.747, -5.530, -0.093], [-2.985, -4.405, -0.872], [-1.946, -3.540, -1.186], [0.991, -4.514, -2.635], [2.074, -3.144, -2.957], [-0.945, -2.979, -3.436], [0.134, -3.686, -4.633], [1.323, -1.441, -4.758], [0.188, -0.851, -3.541], [-1.276, -2.153, -5.741], [-0.287, -0.835, -6.376], [0.862, 0.808, -5.105], [1.746, 3.090, -5.119], [0.211, 5.028, -5.086], [-2.238, 4.665, -5.042], [-3.139, 2.361, -5.003], [0.572, -5.112, 0.469], [-1.297, -6.649, 1.029], [-3.565, -6.195, 0.156], [-3.985, -4.189, -1.226], [-2.129, -2.637, -1.757], [-2.426, -0.214, -0.422], [-2.481, -0.768, 1.302], [-3.815, -1.882, 1.506], [-2.727, 0.632, 2.368], [-1.079, -1.422, 1.654], [-1.068, -2.504, 2.175], [-0.080, -0.665, 1.339], [-3.868, 4.552, -0.264], [-2.200, 3.699, 0.635], [-1.816, 4.062, 1.915], [-0.674, 3.481, 2.425], [0.006, 2.531, 1.685], [-0.410, 2.133, 0.475], [-1.474, 2.761, -0.065], [-2.388, 4.777, 2.491], [-0.290, 3.765, 3.396], [0.905, 2.066, 2.061], [-1.730, 2.499, -1.082], [3.254, -1.097, 5.518], [2.176, -0.545, 6.325], [1.913, -1.323, 7.536], [1.157, 0.124, 5.701], [0.981, 0.162, 4.040], [0.288, 0.762, 6.546], [-0.952, 1.303, 6.019], [0.767, 1.445, 7.745], [4.063, -1.385, 6.190], [3.615, -0.355, 4.813], [2.923, -1.971, 4.950], [1.951, -2.389, 7.297], [0.928, -1.100, 7.929], [2.660, -1.118, 8.305], [-1.405, 0.599, 5.326], [-0.788, 2.247, 5.487], [-1.630, 1.478, 6.856], [1.821, 1.241, 7.902], [0.208, 1.136, 8.631], [0.641, 2.524, 7.621]]
}

| no. | DFT total energy (hartree) |
| --- | --- |
| 1 | -2380.11586 |
| 2 | -5657.21325 |